This record from OMol25 describes a 2-piece molecular cluster, C4H12 overall. The level of theory is ωB97M-V with the def2-TZVPD basis set.

Last columns: bonded neighbours and bond lengths (Å).
Geometry (Å):
1 C 0.56 0.39 -2.05  C2 1.545, H3 1.090, H4 1.091, H5 1.117
2 C -0.67 -0.49 -1.74  C1 1.545, H6 1.109, H7 1.082, H8 1.088
3 H 0.83 1.16 -1.34  C1 1.090
4 H 1.42 -0.22 -2.36  C1 1.091
5 H 0.37 0.80 -3.07  C1 1.117
6 H -0.44 -1.41 -2.32  C2 1.109
7 H -1.61 -0.08 -2.06  C2 1.082
8 H -0.50 -0.92 -0.76  C2 1.088
9 C 0.60 -0.26 1.55  C10 1.507, H11 1.095, H12 1.093, H13 1.100
10 C -0.54 0.41 2.28  C9 1.507, H14 1.104, H15 1.094, H16 1.091
11 H 1.59 0.07 1.88  C9 1.095
12 H 0.54 -1.35 1.58  C9 1.093
13 H 0.61 -0.03 0.48  C9 1.100
14 H -1.33 -0.26 2.65  C10 1.104
15 H -0.15 0.89 3.18  C10 1.094
16 H -1.12 1.12 1.70  C10 1.091

F_max ... 2.918 eV Å⁻¹
DFT total energy ... -159.55780 Eh
Spin multiplicity ... 1
HOMO-LUMO gap ... 12.69 eV
SMILES string ... CC.CC
Charge ... 0
Lowest unoccupied orbital energy ... 1.17 eV
HOMO ... -11.5 eV